{
  "formula": "C3H8N2",
  "method": "ωB97M-V/def2-TZVPD",
  "homo_ev": -8.84,
  "charge": 0,
  "de_lowest_ev": 2.868,
  "multiplicity": 1,
  "homo_lumo_gap_ev": 9.80,
  "symbols": ["C", "C", "N", "H", "H", "H", "H", "H", "C", "N", "H", "H", "H"],
  "xyz": [[-2.31, -0.76, -0.94], [-1.16, -0.10, -0.97], [-0.95, 1.08, -0.20], [-3.18, -0.28, -0.53], [-2.32, -1.69, -1.50], [-0.38, -0.40, -1.67], [-0.45, 0.80, 0.64], [-0.25, 1.63, -0.69], [2.39, -0.23, 0.83], [1.72, 0.68, 1.42], [2.72, -0.03, -0.18], [2.62, -1.13, 1.39], [1.54, 0.44, 2.39]],
  "nbo_charge": [-0.45, -0.02, -0.84, 0.21, 0.20, 0.16, 0.38, 0.35, -0.04, -0.62, 0.17, 0.16, 0.33]
}



{
  "formula": "C42H98N14O14",
  "method": "ωB97M-V/def2-TZVPD",
  "homo_ev": -4.95,
  "charge": 0,
  "de_lowest_ev": 96.328,
  "multiplicity": 1,
  "homo_lumo_gap_ev": 4.70,
  "symbols": ["C", "O", "N", "C", "C", "H", "H", "H", "H", "H", "H", "H", "C", "O", "N", "C", "C", "H", "H", "H", "H", "H", "H", "H", "C", "O", "N", "C", "C", "H", "H", "H", "H", "H", "H", "H", "C", "O", "N", "C", "C", "H", "H", "H", "H", "H", "H", "H", "C", "O", "N", "C", "C", "H", "H", "H", "H", "H", "H", "H", "C", "O", "N", "C", "C", "H", "H", "H", "H", "H", "H", "H", "C", "O", "N", "C", "C", "H", "H", "H", "H", "H", "H", "H", "C", "O", "N", "C", "C", "H", "H", "H", "H", "H", "H", "H", "C", "O", "N", "C", "C", "H", "H", "H", "H", "H", "H", "H", "C", "O", "N", "C", "C", "H", "H", "H", "H", "H", "H", "H", "C", "O", "N", "C", "C", "H", "H", "H", "H", "H", "H", "H", "C", "O", "N", "C", "C", "H", "H", "H", "H", "H", "H", "H", "C", "O", "N", "C", "C", "H", "H", "H", "H", "H", "H", "H", "C", "O", "N", "C", "C", "H", "H", "H", "H", "H", "H", "H"],
  "xyz": [[22.64, -13.77, -1.28], [21.87, -14.66, -0.86], [22.97, -13.50, -2.56], [23.95, -12.49, -2.75], [22.47, -14.24, -3.76], [22.99, -12.93, -0.66], [24.73, -12.70, -3.49], [24.45, -12.11, -1.86], [23.52, -11.58, -3.16], [22.14, -13.61, -4.58], [23.22, -14.97, -4.06], [21.64, -14.89, -3.52], [19.58, -14.63, -4.70], [18.49, -14.61, -4.13], [20.03, -13.78, -5.64], [21.36, -13.86, -6.32], [19.24, -12.60, -6.03], [20.40, -15.33, -4.47], [21.98, -13.03, -5.97], [21.24, -13.74, -7.40], [21.77, -14.84, -6.07], [19.56, -11.73, -5.46], [19.38, -12.43, -7.10], [18.17, -12.70, -5.81], [19.06, -16.50, 1.61], [19.09, -15.83, 0.58], [19.26, -15.90, 2.74], [18.95, -16.64, 3.97], [19.49, -14.47, 3.05], [19.04, -17.60, 1.64], [19.88, -17.05, 4.35], [18.33, -17.52, 3.79], [18.47, -16.03, 4.74], [19.56, -13.88, 2.14], [18.63, -14.11, 3.61], [20.35, -14.25, 3.69], [19.97, -10.63, -2.28], [19.37, -10.49, -1.24], [20.26, -11.82, -2.78], [21.17, -11.86, -3.89], [19.83, -13.06, -2.13], [20.31, -9.77, -2.87], [22.14, -12.16, -3.48], [21.26, -10.92, -4.44], [20.84, -12.57, -4.65], [20.72, -13.62, -1.86], [19.15, -13.03, -1.28], [19.37, -13.51, -3.01], [14.81, -16.97, -5.03], [14.98, -18.12, -4.99], [15.41, -16.09, -4.23], [14.84, -14.73, -4.29], [16.37, -16.57, -3.23], [14.06, -16.51, -5.70], [14.34, -14.39, -5.20], [15.73, -14.12, -4.17], [14.17, -14.56, -3.44], [16.77, -17.55, -3.49], [17.16, -15.83, -3.18], [15.82, -16.44, -2.29], [15.37, -20.40, -0.11], [16.17, -21.33, -0.23], [15.45, -19.20, -0.74], [16.55, -18.67, -1.58], [14.38, -18.22, -0.52], [14.51, -20.53, 0.56], [16.99, -17.69, -1.40], [16.24, -18.60, -2.62], [17.43, -19.31, -1.63], [13.50, -18.67, -0.07], [14.72, -17.37, 0.08], [14.00, -17.76, -1.43], [21.98, -16.48, -4.11], [21.18, -15.71, -3.64], [22.17, -16.84, -5.39], [23.23, -17.75, -5.79], [21.20, -16.50, -6.47], [22.72, -16.96, -3.45], [23.72, -17.45, -6.71], [22.78, -18.71, -6.06], [24.05, -17.90, -5.09], [21.67, -15.99, -7.31], [20.74, -17.45, -6.75], [20.43, -15.88, -6.02], [20.44, -20.03, -2.62], [20.75, -21.17, -3.02], [19.72, -19.80, -1.52], [19.25, -20.89, -0.60], [19.49, -18.35, -1.05], [20.79, -19.13, -3.15], [19.78, -21.00, 0.35], [19.46, -21.90, -0.97], [18.16, -20.99, -0.55], [20.10, -17.57, -1.51], [18.44, -18.10, -1.21], [19.82, -18.32, -0.01], [22.44, -18.62, -1.44], [21.49, -18.20, -2.06], [23.24, -17.73, -0.85], [24.45, -18.15, -0.10], [22.93, -16.31, -0.85], [22.79, -19.67, -1.44], [25.20, -17.38, -0.27], [24.91, -19.06, -0.49], [24.33, -18.11, 0.98], [22.47, -15.85, 0.02], [23.85, -15.72, -0.93], [22.20, -15.97, -1.58], [18.74, -20.11, -4.86], [19.09, -20.80, -5.81], [19.09, -18.84, -4.72], [18.78, -18.11, -3.50], [20.12, -18.13, -5.54], [18.20, -20.51, -3.99], [18.17, -18.67, -2.78], [18.32, -17.14, -3.71], [19.67, -17.92, -2.89], [19.68, -17.22, -5.95], [20.98, -17.96, -4.90], [20.47, -18.82, -6.31], [18.07, -16.61, -1.14], [16.90, -16.76, -1.51], [19.12, -16.09, -1.87], [20.40, -15.68, -1.29], [18.92, -15.59, -3.23], [18.35, -16.81, -0.10], [21.20, -16.23, -1.80], [20.44, -15.98, -0.24], [20.49, -14.60, -1.25], [18.10, -16.08, -3.75], [18.62, -14.54, -3.25], [19.81, -15.57, -3.85], [21.70, -17.69, 2.37], [21.29, -18.47, 1.56], [21.87, -16.33, 2.21], [22.50, -15.67, 3.33], [21.44, -15.52, 1.06], [21.93, -17.94, 3.42], [21.66, -15.41, 3.99], [23.06, -14.78, 3.06], [23.16, -16.22, 4.00], [20.71, -14.78, 1.42], [22.25, -14.99, 0.57], [20.95, -16.15, 0.32], [15.04, -15.42, 1.71], [14.16, -14.55, 1.77], [15.68, -15.96, 0.68], [15.40, -15.69, -0.67], [16.78, -16.80, 0.95], [15.43, -15.88, 2.63], [14.32, -15.54, -0.75], [15.58, -16.60, -1.23], [16.04, -14.98, -1.19], [16.95, -17.50, 0.13], [17.61, -16.12, 1.15], [16.71, -17.29, 1.93], [18.06, -13.46, 1.42], [18.16, -12.68, 2.31], [17.59, -13.16, 0.21], [17.11, -11.87, -0.28], [17.75, -14.12, -0.88], [18.40, -14.51, 1.48], [17.68, -11.54, -1.15], [17.21, -11.10, 0.47], [16.05, -11.96, -0.53], [18.10, -15.13, -0.64], [16.76, -14.25, -1.31], [18.47, -13.77, -1.62]],
  "lowdin_charge": [-0.18, -0.32, -0.11, -0.07, -0.01, 0.17, 0.11, 0.10, 0.08, 0.05, 0.13, -0.19, -0.42, 0.13, -0.20, -0.06, -0.03, 0.00, 0.08, 0.11, 0.05, 0.06, 0.09, 0.09, -0.37, -0.25, -0.09, 0.00, -0.05, 0.18, 0.08, 0.10, 0.11, 0.07, 0.11, 0.10, -0.34, 0.01, -0.07, -0.10, 0.01, 0.14, 0.03, 0.11, 0.02, 0.08, 0.08, 0.11, -0.42, 0.07, -0.10, -0.03, -0.08, 0.13, 0.09, 0.07, 0.08, 0.10, 0.10, 0.06, -0.31, -0.03, -0.07, -0.05, -0.03, 0.13, -0.22, 0.11, 0.08, 0.10, 0.06, 0.11, -0.22, -0.01, -0.14, 0.00, -0.11, 0.17, 0.10, 0.11, 0.11, 0.12, 0.06, 0.08, -0.41, 0.01, -0.05, 0.00, -0.04, 0.11, 0.08, 0.09, 0.05, 0.07, 0.06, 0.10, -0.22, -0.16, -0.08, -0.02, -0.06, 0.18, 0.08, 0.09, 0.08, 0.02, 0.14, 0.05, -0.35, 0.01, -0.07, -0.07, -0.07, 0.15, 0.07, 0.05, 0.08, 0.10, 0.09, 0.13, -0.35, -0.25, 0.02, -0.11, -0.25, 0.07, 0.08, 0.03, 0.08, 0.10, -0.03, 0.00, -0.33, 0.05, -0.10, -0.06, -0.06, 0.14, 0.06, 0.10, 0.09, 0.12, 0.09, 0.04, -0.32, 0.02, -0.12, -0.08, -0.03, 0.14, 0.14, 0.02, 0.06, 0.12, 0.06, 0.13, -0.38, 0.04, -0.05, 0.00, -0.05, 0.10, 0.06, 0.10, 0.10, 0.08, 0.08, 0.03]
}



{
  "formula": "H22NO14",
  "method": "ωB97M-V/def2-TZVPD",
  "homo_ev": -6.83,
  "charge": -1,
  "de_lowest_ev": 1.473,
  "multiplicity": 1,
  "homo_lumo_gap_ev": 9.38,
  "symbols": ["N", "O", "O", "O", "O", "H", "H", "O", "H", "H", "O", "H", "H", "O", "H", "H", "O", "H", "H", "O", "H", "H", "O", "H", "H", "O", "H", "H", "O", "H", "H", "O", "H", "H", "O", "H", "H"],
  "xyz": [[-18.87, 3.74, -14.23], [-19.55, 2.96, -14.93], [-18.66, 4.91, -14.60], [-18.26, 3.30, -13.24], [-15.32, 3.65, -14.39], [-15.90, 3.81, -13.64], [-15.09, 4.53, -14.71], [-18.73, 6.97, -16.55], [-18.64, 6.29, -15.86], [-18.58, 7.80, -16.09], [-17.11, 1.47, -11.43], [-17.45, 2.22, -11.94], [-17.40, 1.64, -10.53], [-19.87, 3.55, -18.30], [-20.30, 2.90, -17.73], [-19.32, 3.04, -18.91], [-20.39, 5.04, -11.44], [-20.65, 4.16, -11.72], [-19.65, 4.90, -10.84], [-20.45, 0.37, -15.76], [-19.99, 1.19, -15.50], [-20.37, -0.18, -14.98], [-22.76, 2.15, -16.15], [-23.43, 1.81, -15.54], [-21.99, 1.57, -16.00], [-21.96, 4.80, -17.09], [-21.47, 4.66, -16.28], [-22.85, 4.52, -16.89], [-16.83, 1.00, -14.91], [-16.16, 1.66, -14.71], [-17.66, 1.48, -14.85], [-18.70, 7.12, -12.74], [-18.41, 6.32, -13.22], [-17.90, 7.48, -12.35], [-21.13, 2.38, -12.41], [-20.80, 1.48, -12.40], [-21.53, 2.49, -13.28]],
  "nbo_charge": [0.75, -0.58, -0.54, -0.58, -0.96, 0.49, 0.47, -0.96, 0.49, 0.45, -0.96, 0.50, 0.45, -0.92, 0.47, 0.45, -0.95, 0.49, 0.46, -0.97, 0.51, 0.47, -0.97, 0.46, 0.49, -0.94, 0.48, 0.46, -0.96, 0.48, 0.47, -0.95, 0.49, 0.45, -0.96, 0.48, 0.49]
}